1.
84
Properties=species:S:1:pos:R:3:forces:R:3:lowdin_charge:R:1 method="wB97M-V/def2-TZVPD" homo_lumo_gap_ev=7.08 total_energy_ev=-274618.518 e_homo_ev=-10.191 charge=+1
Sn -0.32893 0.39593 1.38758 0.3 0.2 0.3 0.914
F 4.40670 -6.36387 -0.61573 0.0 -0.1 0.0 0.158
C 3.62050 -5.31106 -0.76151 0.1 -0.1 -0.1 -0.133
C 3.45176 -4.74103 -2.00716 0.1 -0.1 -0.1 -0.133
F 4.07676 -5.25275 -3.05871 0.0 0.0 0.0 0.149
C 2.62761 -3.64319 -2.14971 -0.1 0.1 0.0 -0.210
F 2.50060 -3.15028 -3.38398 0.0 0.1 0.0 0.110
C 1.95477 -3.07107 -1.07619 0.0 0.1 0.1 -0.309
P 0.85349 -1.59479 -1.27117 0.1 -0.3 -0.3 1.059
C 1.85180 -0.53433 -2.37931 0.0 0.0 0.1 -0.378
C 3.19594 -0.34617 -2.05050 0.0 0.0 -0.1 -0.102
C 3.97582 0.56237 -2.75103 0.0 0.0 0.0 -0.064
C 3.42041 1.31197 -3.77993 0.0 0.0 0.0 -0.067
C 2.07751 1.15779 -4.09179 0.0 -0.1 0.0 -0.080
C 1.29566 0.24810 -3.38983 0.0 -0.1 0.0 -0.120
C -0.47807 -2.34791 -2.29275 0.0 0.1 0.0 -0.356
C -1.56986 -2.81628 -1.55826 0.0 0.0 0.0 -0.127
C -2.64424 -3.43125 -2.18656 0.0 0.0 0.0 -0.081
C -2.64770 -3.56888 -3.56749 0.0 0.0 0.0 -0.076
C -1.56641 -3.11064 -4.30863 0.1 0.0 0.0 -0.066
C -0.48376 -2.50859 -3.67894 -0.1 -0.1 0.0 -0.085
C 2.12838 -3.68184 0.17181 -0.1 0.1 -0.1 -0.582
Br 1.21110 -3.09231 1.71432 0.0 0.0 0.0 0.785
C 2.95319 -4.78211 0.32513 -0.1 0.1 0.2 -0.266
F 3.11917 -5.35990 1.51099 0.0 0.0 0.0 0.090
H 3.63959 -0.91834 -1.24224 0.0 0.0 0.0 0.113
H 5.02094 0.68674 -2.49289 -0.1 0.0 0.0 0.113
H 4.03043 2.01429 -4.33369 0.0 0.0 0.0 0.110
H 1.63723 1.74366 -4.89039 0.0 0.0 0.0 0.111
H 0.24378 0.14751 -3.63587 0.0 -0.1 -0.1 0.095
H -1.55895 -2.71131 -0.47636 0.0 0.0 -0.1 0.081
H -3.47994 -3.79937 -1.60189 0.1 0.0 0.0 0.106
H -3.48392 -4.04623 -4.06425 0.0 0.0 0.0 0.109
H -1.55676 -3.23464 -5.38467 0.0 0.0 0.0 0.111
H 0.36175 -2.19506 -4.27374 0.0 0.1 0.0 0.100
C -2.66715 1.18750 -2.62268 0.0 -0.1 0.0 0.026
C -1.66256 1.11694 -1.51698 0.0 0.0 -0.1 -0.265
N -1.81075 0.40705 -0.46237 0.0 0.0 0.3 -0.127
O -2.94451 -0.34668 -0.27479 0.0 0.0 0.0 -0.042
C -0.44886 1.98041 -1.56436 -0.3 0.1 -0.2 -0.317
C -0.27639 3.04232 -2.60287 -0.1 0.0 0.0 0.006
N 0.33901 1.81740 -0.58100 -0.1 -0.2 0.2 -0.155
O 1.37454 2.68923 -0.52550 0.1 0.1 0.0 -0.506
H -3.31250 0.30984 -2.66518 0.0 0.0 0.0 0.088
H -2.16670 1.25152 -3.58606 0.0 0.0 0.0 0.090
H -3.28506 2.08138 -2.50429 0.0 0.0 0.0 0.119
H -3.61532 -0.09450 -0.92384 0.0 0.0 -0.1 0.102
H -0.61283 2.71572 -3.58518 0.0 0.0 0.0 0.080
H 0.76907 3.32626 -2.66812 0.0 0.0 0.0 0.085
H -0.85841 3.92492 -2.31805 0.0 0.0 0.0 0.110
O 2.01340 5.42262 0.91742 0.0 -0.1 0.1 -0.068
C 0.70340 5.11556 1.37049 0.0 -0.1 0.0 -0.235
C 0.78619 4.20297 2.59526 0.2 0.0 -0.1 -0.524
C 1.35183 5.06103 3.74576 0.1 -0.1 0.1 -0.209
O 1.53229 4.32060 4.94606 0.0 0.0 -0.1 -0.043
C -0.63143 3.76705 2.99314 0.1 -0.1 -0.2 -0.515
Se -1.68484 2.66146 1.74364 0.0 0.0 0.0 0.582
C 1.72491 2.96778 2.46533 -0.1 0.1 -0.1 -0.406
Se 2.56465 2.31666 0.81404 0.0 0.1 0.0 1.087
H 1.96170 6.00656 0.15591 0.0 0.0 0.0 0.101
H 0.10183 4.62993 0.59773 0.1 0.0 -0.1 0.088
H 0.18703 6.03426 1.67598 -0.1 0.0 0.0 0.134
H 0.70402 5.92959 3.89886 0.0 0.0 0.1 0.136
H 2.33450 5.42653 3.44775 0.0 0.0 0.0 0.134
H 0.75716 4.41293 5.50444 0.0 0.0 0.0 0.092
H -1.24885 4.65794 3.11504 0.0 0.0 0.1 0.069
H -0.61027 3.23468 3.94009 0.1 0.1 0.1 0.051
H 1.24506 2.11213 2.93438 0.0 -0.1 0.1 0.007
H 2.64856 3.14642 3.02482 -0.1 0.0 0.1 0.075
C -4.30562 -3.67693 3.04633 0.1 0.0 0.0 -0.009
C -3.30673 -2.59794 3.29831 0.1 0.0 0.1 -0.283
C -2.64038 -2.23019 4.44764 0.1 0.0 0.1 0.030
C -1.80043 -1.16081 4.08332 0.0 0.0 0.2 -0.348
N -1.94649 -0.88764 2.79518 -0.4 -0.1 -0.5 -0.084
N -2.85713 -1.77434 2.33260 0.0 -0.1 0.0 0.045
C -0.84878 -0.37697 4.93291 -0.1 -0.1 -0.1 -0.022
H -4.77225 -3.97428 3.98225 0.0 0.0 0.0 0.087
H -3.82364 -4.55724 2.61732 0.0 0.0 0.0 0.088
H -5.08839 -3.34855 2.36111 0.0 0.0 0.0 0.083
H -2.74889 -2.67282 5.42564 0.0 0.1 -0.1 0.120
H -3.16484 -1.70281 1.37664 0.0 0.0 0.0 0.126
H -1.06693 -0.53596 5.98706 0.0 0.0 0.0 0.087
H -0.93271 0.69071 4.72043 0.0 0.0 0.0 0.067
H 0.18414 -0.68541 4.75373 0.0 0.0 0.0 0.083

---

2.
77
Properties=species:S:1:pos:R:3:forces:R:3:lowdin_charge:R:1 method="wB97M-V/def2-TZVPD" homo_lumo_gap_ev=7.06 total_energy_ev=-52841.709 e_homo_ev=-7.059 charge=0
Cd 0.02132 0.01317 0.05869 0.2 -0.3 -0.6 1.368
C -1.40443 2.57125 1.84754 -0.1 0.0 0.0 -0.180
N -0.51029 1.42140 1.77251 0.1 0.1 0.6 -0.073
C 0.08387 1.04458 2.85077 -0.2 0.3 -0.1 -0.113
C 0.96502 -0.07338 2.87398 0.3 -0.4 0.1 -0.360
C 1.73283 -0.58902 3.92609 -0.2 0.2 0.0 -0.070
C 2.44485 -1.66363 3.39853 0.1 -0.1 -0.1 -0.116
C 2.07387 -1.75056 2.05258 0.1 -0.1 0.1 -0.220
N 1.18600 -0.80074 1.72871 0.1 0.2 0.6 -0.092
C -2.72575 2.25840 2.51778 0.0 0.0 0.0 -0.216
C -3.25837 3.12513 3.46421 0.0 0.0 0.0 -0.051
C -4.48201 2.85389 4.06109 0.0 0.0 0.0 -0.091
C -5.18208 1.70862 3.71633 0.0 0.0 0.0 -0.098
C -4.65414 0.83784 2.77209 0.0 0.0 0.0 -0.079
C -3.43363 1.10921 2.17454 0.0 0.0 0.0 -0.037
H -1.60538 2.90909 0.82823 0.1 0.0 0.0 0.104
H -0.91899 3.39675 2.37873 0.0 0.0 0.0 0.115
H -0.06409 1.58889 3.78817 0.0 0.0 0.0 0.138
H 1.76285 -0.22027 4.94059 0.0 0.0 0.0 0.096
H 3.14042 -2.30624 3.91473 0.0 0.0 0.0 0.083
H 2.41968 -2.47474 1.32493 0.0 0.0 0.0 0.081
H -2.71001 4.01972 3.73792 0.0 0.0 0.0 0.107
H -4.88526 3.53611 4.79897 0.0 0.0 0.0 0.100
H -6.13573 1.49479 4.18198 0.0 0.0 0.0 0.099
H -5.20072 -0.05674 2.50006 0.0 0.0 0.0 0.102
H -3.02348 0.43918 1.42759 0.0 0.0 0.0 0.091
C 1.57776 0.65528 -7.12020 0.0 -0.1 0.0 -0.085
O 1.37050 2.04493 -7.26428 0.1 0.0 0.0 -0.080
C 0.25781 2.57412 -6.68882 -0.1 0.1 0.0 -0.284
C -0.75789 1.82003 -6.11228 0.0 -0.1 0.0 -0.008
C -1.84111 2.45202 -5.52368 -0.2 0.3 -0.2 -0.018
C -1.93942 3.84330 -5.51680 0.5 -0.6 -0.4 -0.315
C -0.94752 4.58562 -6.16122 -0.2 -0.1 0.1 -0.034
C 0.14616 3.96258 -6.72321 0.1 0.0 -0.1 0.000
N -3.06635 4.53829 -5.01769 -0.4 0.3 0.0 0.061
N -3.64764 4.21979 -3.96410 -0.2 0.5 -0.2 0.069
C -3.15345 3.26492 -3.06567 0.1 -0.6 0.5 -0.271
C -4.08654 2.42418 -2.47927 0.2 0.3 -0.3 -0.020
C -3.71505 1.34888 -1.68572 0.2 -0.2 0.2 -0.015
C -2.37394 1.06785 -1.39505 -0.4 0.0 -0.1 -0.397
O -2.01893 0.01466 -0.74606 -0.2 0.1 -0.1 -0.219
C -1.40309 2.05926 -1.83264 -0.2 0.2 -0.1 -0.163
N -0.13470 1.93615 -1.36805 0.0 0.1 -0.2 0.029
C 0.75288 2.85650 -1.66889 0.0 -0.2 0.1 -0.148
C 0.45800 3.96953 -2.46412 -0.1 0.1 -0.1 -0.033
C -0.80990 4.10897 -2.96004 0.2 0.1 0.2 0.000
C -1.79339 3.14294 -2.66362 -0.1 0.0 0.3 -0.111
H 2.57445 0.45545 -7.50466 0.0 0.0 0.0 0.093
H 0.84841 0.07749 -7.69509 0.0 0.0 0.0 0.096
H 1.52853 0.35287 -6.06976 0.0 0.0 0.0 0.082
H -0.71854 0.73901 -6.11468 0.0 0.0 0.0 0.104
H -2.63445 1.85958 -5.08745 0.1 0.0 0.0 0.123
H -1.04577 5.66343 -6.19668 0.0 0.0 0.0 0.117
H 0.92680 4.52930 -7.21401 0.0 0.0 0.0 0.120
H -5.13045 2.59416 -2.71427 0.0 0.0 0.0 0.115
H -4.46523 0.68244 -1.27982 0.0 0.0 0.0 0.112
H 1.74386 2.74101 -1.23969 0.0 0.0 0.0 0.101
H 1.21747 4.71194 -2.66701 0.0 0.0 0.0 0.108
H -1.07190 4.97485 -3.55194 0.1 0.0 0.1 0.112
N -0.47733 -2.36755 -0.44742 -0.1 -0.1 -0.1 -0.058
C 0.24941 -3.40541 -1.18334 0.0 0.1 -0.1 -0.266
C 0.55237 -2.98074 -2.62479 0.1 0.0 0.2 -0.189
C 1.90756 -2.29812 -2.87185 -0.2 0.1 0.1 -0.198
C 1.97208 -0.78248 -2.69602 0.0 -0.1 0.0 -0.272
N 2.04010 -0.35791 -1.28776 0.0 0.0 -0.1 -0.043
H -0.69747 -2.69764 0.48622 0.0 0.0 0.0 0.077
H -1.36199 -2.16283 -0.90448 0.0 0.0 0.0 0.055
H -0.31888 -4.34182 -1.20458 0.0 0.0 0.0 0.107
H 1.18183 -3.61423 -0.65323 0.0 0.0 0.0 0.100
H -0.25306 -2.32598 -2.97310 0.0 0.0 -0.1 0.112
H 0.52064 -3.87888 -3.24364 0.0 0.0 0.0 0.105
H 2.19411 -2.49521 -3.90671 0.0 0.0 0.0 0.105
H 2.67194 -2.76330 -2.23992 0.1 0.0 -0.1 0.111
H 1.08436 -0.32631 -3.14424 0.0 0.0 0.0 0.101
H 2.84264 -0.41830 -3.25128 0.0 0.0 0.0 0.107
H 2.45877 0.56279 -1.23646 0.1 0.0 0.0 0.055
H 2.63935 -0.97622 -0.75098 0.0 0.0 0.0 0.065

---

3.
80
Properties=species:S:1:pos:R:3:forces:R:3:lowdin_charge:R:1 method="wB97M-V/def2-TZVPD" spin_multiplicity=2 homo_lumo_gap_ev="5.18 / 5.04" total_energy_ev=-78853.392 e_homo_ev="-8.542 / -8.405" charge=+1 s_squared=0.76
Ir 0.14111 0.07371 -3.12697 -0.3 0.3 -0.3 1.123
O 0.65417 2.11379 -2.31107 0.1 0.1 0.4 -0.269
N -0.40173 2.82035 -1.91127 0.4 -0.1 -0.2 -0.209
C -0.15028 3.88399 -1.11411 -0.1 -0.1 -0.1 -0.017
C -1.15872 4.70087 -0.68712 0.1 0.0 0.0 -0.061
C -2.46377 4.41303 -1.09799 -0.1 0.1 0.1 -0.075
C -2.69614 3.32922 -1.90410 -0.1 -0.1 -0.1 -0.081
C -1.64573 2.49738 -2.33414 0.0 0.1 0.0 -0.626
S -1.84803 1.13915 -3.37020 -0.8 0.4 0.3 0.697
H 0.89601 4.00337 -0.88016 0.0 0.0 0.0 0.139
H -0.92161 5.54627 -0.05820 0.0 0.0 0.0 0.106
H -3.28680 5.04313 -0.78596 0.0 0.0 0.0 0.108
H -3.69561 3.08425 -2.23947 0.0 0.0 0.0 0.110
F -4.30373 0.13168 2.02346 0.0 0.0 0.0 0.068
C -3.07378 -0.42387 2.04679 0.1 -0.2 0.3 -0.185
C -2.30853 -0.38692 0.92162 -0.1 0.2 -0.1 0.099
C -1.06408 -1.00821 0.91115 0.4 0.0 -0.6 -0.033
C -0.26094 -0.98002 -0.33172 -0.1 -0.3 0.6 -0.248
O -0.68867 -0.26970 -1.25683 0.1 0.1 0.1 -0.158
C 0.91455 -1.78516 -0.33763 -0.3 0.3 0.1 -0.014
C 1.30117 -2.35804 0.82968 0.2 -0.2 0.1 0.054
N 0.63854 -2.28648 2.00896 -0.1 0.1 0.1 0.012
C 1.19410 -2.91595 3.18926 -0.1 0.0 -0.1 -0.262
C 1.63494 -2.03894 4.32642 0.0 0.0 0.0 -0.096
C 2.65125 -2.73034 3.46694 0.0 0.0 0.0 -0.075
C -0.59697 -1.65677 2.05174 0.0 -0.1 0.2 -0.113
C -1.38809 -1.65779 3.21021 0.3 -0.1 0.0 0.059
C -2.62683 -1.05672 3.22265 -0.4 0.3 0.0 -0.140
N -3.39167 -1.08907 4.42558 0.0 -0.2 0.1 -0.101
C -3.69146 -2.40045 4.99344 -0.1 0.1 -0.1 -0.124
C -3.55622 -2.29992 6.51578 0.0 0.2 0.2 -0.068
N -3.78534 -0.85150 6.88857 -0.1 -0.1 -0.2 0.053
C -4.94662 -0.29387 6.10730 0.2 0.0 0.2 -0.068
C -4.51675 -0.17917 4.63358 0.1 -0.1 0.0 -0.131
C 1.74011 -2.06252 -1.57831 -0.1 0.0 -0.2 -0.613
O 2.82068 -2.61344 -1.42051 0.0 -0.1 0.0 0.053
O 1.18008 -1.74671 -2.68267 0.4 -0.3 -0.1 -0.146
H -2.66465 0.10355 0.02133 0.0 0.0 0.0 0.146
H 2.21869 -2.93319 0.82928 0.0 0.0 0.0 0.151
H 0.75294 -3.87672 3.42645 0.0 0.0 0.0 0.154
H 1.47967 -2.40475 5.33294 0.0 0.0 0.0 0.102
H 1.51843 -0.97127 4.19346 0.0 0.0 0.0 0.114
H 3.18658 -3.57597 3.87424 0.0 0.0 0.0 0.113
H 3.21823 -2.12018 2.77683 0.0 0.0 0.0 0.116
H -1.00619 -2.11412 4.11402 0.0 0.0 0.0 0.114
H -3.00380 -3.15174 4.61959 0.0 0.0 0.0 0.130
H -4.70265 -2.72056 4.71522 0.0 0.0 0.0 0.139
H -2.56083 -2.55418 6.87259 0.0 -0.1 0.0 0.135
H -4.29567 -2.89160 7.05037 0.0 0.0 0.0 0.137
H -2.94839 -0.33602 6.61121 0.0 0.0 0.0 0.181
H -3.91228 -0.74145 7.89215 -0.1 0.0 0.0 0.184
H -5.21882 0.66571 6.53732 0.0 0.0 0.0 0.138
H -5.76645 -0.99226 6.25729 0.0 0.0 0.0 0.136
H -4.20070 0.83693 4.41159 0.0 0.0 0.0 0.138
H -5.38347 -0.40604 4.01075 0.0 0.0 0.0 0.132
Cl -0.17380 3.19820 -5.24355 0.3 0.1 -0.1 0.742
C 1.28225 2.27343 -5.46225 -0.5 -0.7 0.2 -0.591
C 2.38319 2.88774 -5.87428 0.9 0.0 -0.4 -0.086
C 3.60123 2.12863 -6.23196 -0.5 0.8 0.0 -0.073
C 3.69875 0.83141 -6.00431 -0.2 -0.4 0.0 -0.038
C 2.58369 0.07076 -5.34005 -0.1 0.2 0.0 -0.264
C 1.22820 0.79829 -5.32325 0.2 0.6 1.0 -0.233
C 0.04276 0.09744 -5.27654 -0.2 -0.8 -0.9 -0.232
H 2.36350 3.95963 -6.02425 0.1 0.0 0.0 0.106
H 4.41248 2.66931 -6.70421 0.0 0.0 0.0 0.110
H 4.58152 0.28053 -6.30131 0.0 0.0 0.1 0.115
H 2.43917 -0.87642 -5.86922 0.0 0.0 -0.1 0.158
H 0.05238 -0.95900 -5.53887 0.1 0.1 -0.1 0.090
H -0.86658 0.62736 -5.51409 -0.1 0.0 -0.2 -0.001
C 5.24813 -0.48034 -3.59506 0.1 0.0 0.0 -0.038
C 3.92066 0.10166 -3.14385 -0.3 0.0 -0.5 -0.394
C 3.97444 1.58947 -2.85364 0.1 0.1 0.1 -0.027
O 2.80865 -0.27478 -3.99394 0.8 -0.2 0.6 -0.150
H 5.92268 -0.52691 -2.73628 0.0 0.0 0.0 0.085
H 5.73255 0.12602 -4.36234 0.0 0.0 0.0 0.069
H 5.11422 -1.49780 -3.96506 0.0 0.0 0.0 0.093
H 3.64123 -0.41954 -2.23203 0.0 0.0 0.1 0.118
H 4.30347 2.16268 -3.71919 0.0 0.0 0.0 0.068
H 4.69496 1.76365 -2.04781 0.0 0.0 0.0 0.087
H 3.00105 1.96382 -2.53396 0.0 -0.1 0.0 0.060

---

Computed largest force on an atom, in the same sequence as the records: 0.59; 0.86; 1.23 eV/A.
Computed ΔE to the lowest compared entry with this formula, charge and spin, in the same sequence as the records: 8.4; 3.0; 81.3 kcal per mole.